Formula: C4H4N2
Source: the Open Molecules 2025 dataset
Level of theory: the ωB97M-V functional and the def2-TZVPD basis

The geometry in XYZ format:
```
10
C4H4N2, DFT the ωB97M-V functional and the def2-TZVPD basis
C 0.72499 -0.33660 -1.01140
C -0.33079 -0.11433 -1.62755
N -2.02544 0.32724 -0.32438
N -1.90342 0.26194 0.78991
C 0.09904 0.14652 1.65628
C 1.00273 0.08213 0.80579
H 1.70588 -0.73096 -1.21426
H -0.99931 -0.06574 -2.45807
H -0.34827 0.25701 2.61901
H 2.07458 0.17278 0.76467
```

The HOMO energy is -7.97 eV. The net charge is 0. For the relative energy (zero: lowest compared OMol25 entry of this formula, charge and spin), the calculation gives 565.5 kJ/mol.

Formula: C4H9ClFNS2
Source: the Open Molecules 2025 dataset
Level of theory: the ωB97M-V functional and the def2-TZVPD basis

The geometry in XYZ format:
```
18
C4H9ClFNS2, DFT the ωB97M-V functional and the def2-TZVPD basis
C -1.80457 0.07645 2.16011
C -1.65647 -0.12460 0.67422
C 0.69078 -1.66094 -2.20177
C 2.30562 0.70434 -0.13206
H -2.39250 -0.73084 2.60243
H -2.29907 1.02819 2.35350
H -0.81126 0.08939 2.61531
H -1.18596 -1.07964 0.41108
H 0.94039 -2.59574 -1.69294
H 1.56520 -1.27417 -2.72339
H -0.10339 -1.85595 -2.92855
H 1.41604 -0.83691 0.82514
H 2.15113 1.32206 -1.01765
N 1.35384 -0.24361 0.00864
F -0.90522 0.88502 0.14569
S 0.03107 -0.44061 -1.04596
S 3.56067 0.92884 0.89051
Cl -3.25238 -0.12409 -0.13720
```

The HOMO energy is -8.62 eV. The net charge is 0.

Formula: C4H12S
Source: the Open Molecules 2025 dataset
Level of theory: the ωB97M-V functional and the def2-TZVPD basis

The geometry in XYZ format:
```
17
C4H12S, DFT the ωB97M-V functional and the def2-TZVPD basis
C 1.18196 2.82311 1.37773
S 1.58616 1.07508 1.77164
C 0.02235 0.19661 2.16699
H 0.37290 2.89804 0.64398
H 1.94484 3.12177 0.65317
H 1.03407 3.29272 2.32872
H 0.17537 -0.80452 2.57010
H -0.66423 0.75209 2.80612
H -0.40752 -0.10454 1.19499
C -0.52877 -2.35373 -1.65043
C -0.75810 -0.90655 -2.13093
H -1.47515 -2.89621 -1.85016
H 0.10644 -2.87187 -2.37914
H -0.37495 -2.43368 -0.57207
H -0.26684 -0.79140 -3.12514
H -0.13887 -0.24816 -1.51551
H -1.80964 -0.74876 -2.29006
```

The HOMO energy is -8.48 eV. The net charge is 0. For the relative energy (zero: lowest compared OMol25 entry of this formula, charge and spin), the calculation gives 102.5 kJ/mol.

Formula: C19H18N4O4S
Source: the Open Molecules 2025 dataset
Level of theory: the ωB97M-V functional and the def2-TZVPD basis

The geometry in XYZ format:
```
46
C19H18N4O4S, DFT the ωB97M-V functional and the def2-TZVPD basis
C 2.38027 1.23838 -2.87104
C 3.19286 1.67307 -1.65429
N 2.68975 1.06220 -0.45071
C 1.63265 1.54804 0.26304
S 0.79283 3.00582 -0.16534
C -0.66979 2.72125 0.86128
C -1.55133 1.65786 0.20443
O -1.32638 1.21486 -0.89500
N -2.59656 1.32172 1.00483
C -3.66823 0.45758 0.74029
C -4.60570 0.27188 1.75165
C -5.71917 -0.54326 1.57668
C -5.85828 -1.15928 0.35752
C -4.91698 -0.97661 -0.65751
C -3.81248 -0.17737 -0.49875
O -5.29365 -1.69466 -1.75785
C -6.50295 -2.33457 -1.41034
O -6.84830 -1.99744 -0.08371
N 1.38824 0.81233 1.31256
N 2.28902 -0.17870 1.30502
C 3.07222 -0.05260 0.25543
C 4.20054 -0.93336 0.01451
C 4.76185 -1.12787 -1.24778
C 5.88230 -1.91504 -1.41916
C 6.46919 -2.52753 -0.32231
C 5.90795 -2.38548 0.92863
C 4.75938 -1.61699 1.11703
O 4.24680 -1.55807 2.35287
H 2.43808 0.16153 -3.01559
H 1.33535 1.50706 -2.73454
H 2.75702 1.73425 -3.76108
H 3.10952 2.75760 -1.52801
H 4.24915 1.41599 -1.76043
H -1.20060 3.67148 0.92642
H -0.32579 2.40112 1.84463
H -2.61947 1.73785 1.92560
H -4.47041 0.77205 2.69915
H -6.44247 -0.68395 2.36146
H -3.09205 -0.04415 -1.28527
H -6.38024 -3.42628 -1.49355
H -7.30303 -2.00703 -2.09394
H 4.29975 -0.68826 -2.11626
H 6.29599 -2.05162 -2.40654
H 7.35451 -3.13229 -0.44813
H 6.32986 -2.87592 1.79153
H 3.39122 -1.06967 2.32882
```

The HOMO energy is -7.88 eV. The net charge is 0. For the relative energy (zero: lowest compared OMol25 entry of this formula, charge and spin), the calculation gives 31.3 kJ/mol.

Formula: C6H8N2O
Source: the Open Molecules 2025 dataset
Level of theory: the ωB97M-V functional and the def2-TZVPD basis

The geometry in XYZ format:
```
17
C6H8N2O, DFT the ωB97M-V functional and the def2-TZVPD basis
C 2.62094 -1.06625 0.29741
C 1.80020 -0.21453 -0.23342
C 0.35738 -0.46154 -0.32720
N -0.29013 -1.60950 -0.18485
C -1.71632 -1.62836 -0.37906
O -2.46825 -1.22534 0.46974
N -0.38813 0.68801 -0.62539
C -1.48934 1.21653 0.15861
C -0.15300 1.80592 0.09740
H 3.77240 -1.05934 0.54987
H 1.97505 -1.89116 0.71281
H 2.06974 0.80250 -0.57607
H -2.08376 -2.21738 -1.20925
H -1.83614 0.88279 1.04953
H -2.41099 1.52964 -0.39541
H -0.00119 2.69880 -0.52275
H 0.24155 1.74922 1.11802
```

The HOMO energy is -9.39 eV. The net charge is 0. For the relative energy (zero: lowest compared OMol25 entry of this formula, charge and spin), the calculation gives 353.5 kJ/mol.

Formula: C8H9OS
Source: the Open Molecules 2025 dataset
Level of theory: the ωB97M-V functional and the def2-TZVPD basis

The geometry in XYZ format:
```
19
C8H9OS, DFT the ωB97M-V functional and the def2-TZVPD basis
C 0.30868 -1.77868 0.26160
C -0.94162 -1.67614 0.83348
C 2.21551 -0.33653 -0.54470
C 0.66904 1.90271 -1.20224
C 0.99626 -0.46955 0.01523
C -1.68354 -0.45287 1.00953
C -1.34427 0.65214 0.04523
C 0.15921 0.79838 0.22560
O 1.85821 1.96916 -1.59270
S 3.14524 1.04732 -1.07570
H 0.97105 -2.71409 0.05242
H -1.59047 -2.50040 1.23753
H 2.82181 -1.12645 -0.76296
H -0.19279 2.23291 -1.77118
H -2.76664 -0.80765 0.93206
H -1.67996 -0.19387 2.04541
H -1.58617 0.37536 -0.94469
H -1.93487 1.67448 0.20641
H 0.57533 1.40378 1.02968
```

The HOMO energy (spin up / spin down) is -12.59 / -12.59 eV. The net charge is +1. For the relative energy (zero: lowest compared OMol25 entry of this formula, charge and spin), the calculation gives 0.0 kJ/mol.

Formula: C34H32BrF3N4O2Ti
Source: the Open Molecules 2025 dataset
Level of theory: the ωB97M-V functional and the def2-TZVPD basis

The geometry in XYZ format:
```
77
C34H32BrF3N4O2Ti, DFT the ωB97M-V functional and the def2-TZVPD basis
Ti 14.97991 13.84775 12.15826
O 17.69834 11.51996 14.75005
C 16.93230 10.43836 14.95803
C 17.54049 9.29765 15.47324
C 16.84753 8.08794 15.52937
C 15.50499 8.06919 15.08694
C 14.89400 9.26615 14.67792
C 15.56137 10.45941 14.59494
C 14.88992 11.74085 14.28554
O 15.81467 12.69246 13.83559
N 13.82479 11.56454 13.25624
N 13.28968 12.97058 13.11297
C 12.03350 13.04377 13.50210
C 11.35415 14.10508 13.99887
Br 12.55354 15.66206 14.12654
C 9.95717 14.10115 14.31936
C 9.12049 15.06037 14.88550
C 9.51934 16.36925 15.26955
C 8.62568 17.17496 15.88889
C 7.33704 16.80348 16.12015
C 6.88543 15.58408 15.65726
C 7.74815 14.73950 15.04650
H 17.14652 12.26359 14.34176
H 18.58622 9.28158 15.61938
H 17.39914 7.17218 15.74571
H 14.97348 7.13211 15.09697
H 13.87744 9.20224 14.44292
H 14.43806 12.14155 15.21350
H 14.21919 11.35904 12.36091
H 11.49687 12.07213 13.57814
H 9.53353 13.10885 14.10292
H 10.55093 16.71460 15.10364
H 8.94664 18.12699 16.22347
H 6.80662 17.46616 16.79403
H 5.85200 15.30384 15.68681
H 7.46500 13.74883 14.67904
N 17.19810 14.21704 11.46961
C 17.86028 15.33149 12.15447
C 17.35285 15.37830 13.57925
N 15.91502 15.37644 13.64737
H 17.58750 13.29686 11.58832
H 16.96351 14.39228 10.47960
H 17.63919 16.28508 11.60971
H 18.98592 15.30220 12.03561
H 17.87809 16.18365 14.16246
H 17.64356 14.46251 14.07924
H 15.54986 16.35120 13.57509
H 15.49001 15.10179 14.56323
F 15.31324 17.06590 11.29682
C 14.70498 15.84447 10.81523
F 15.20734 15.79301 9.54220
F 13.42450 16.24763 10.64127
C 14.86461 12.54022 10.43002
C 14.87367 11.90384 9.38327
C 14.89282 11.12212 8.19823
C 16.11942 11.13601 7.44795
C 16.52207 10.10360 6.53550
C 17.64592 10.30729 5.69693
C 18.36458 11.48997 5.71870
C 17.99848 12.44707 6.69230
C 16.93753 12.33936 7.56723
C 13.68317 10.25250 7.88126
C 13.44088 9.70088 6.61210
C 12.33516 8.92013 6.37627
C 11.34236 8.59514 7.37114
C 11.62459 9.13341 8.61563
C 12.68619 9.98951 8.87648
H 15.97952 9.19055 6.41811
H 17.77684 9.52957 4.91440
H 19.10400 11.62378 4.94665
H 18.45115 13.50365 6.63100
H 16.58627 13.21059 8.22192
H 14.06924 9.94126 5.75561
H 12.17815 8.47900 5.40872
H 10.36848 8.13751 7.04965
H 10.89506 9.13483 9.41663
H 12.70438 10.34600 9.88074
```

As for the expectation value of S²: 2.04. The HOMO energy (spin up / spin down) is -0.32 / -0.34 eV. The net charge is -2. For the relative energy (zero: lowest compared OMol25 entry of this formula, charge and spin), the calculation gives 131.5 kJ/mol. As for the spin multiplicity: 3.